[1]
{"formula": "C42H42N2O5S2", "method": "the ωB97M-V functional and the def2-TZVPD basis", "homo_energy_ha": -0.2474, "e_above_lowest_ev": 3.802, "lumo_ev": -2.552, "homo_lumo_gap_ev": 4.181, "energy_ha": -2907.47410, "species": ["C", "C", "C", "C", "C", "C", "N", "C", "N", "C", "C", "C", "C", "C", "C", "C", "C", "C", "C", "C", "C", "C", "C", "H", "H", "H", "H", "H", "H", "H", "H", "H", "H", "H", "H", "H", "H", "H", "H", "H", "H", "H", "H", "H", "H", "H", "H", "C", "O", "C", "C", "C", "C", "C", "C", "S", "C", "C", "C", "C", "C", "C", "O", "O", "S", "C", "C", "C", "C", "C", "C", "O", "O", "C", "C", "H", "H", "H", "H", "H", "H", "H", "H", "H", "H", "H", "H", "H", "H", "H", "H", "H", "H"], "positions_angstrom": [[6.84604, 1.32615, -0.14364], [5.41240, 1.76968, -0.28360], [4.59314, 1.29469, -1.31166], [3.22640, 1.58251, -1.34984], [2.42394, 1.16791, -2.54316], [2.62650, 2.25663, -0.26730], [1.22199, 2.51905, -0.28916], [0.00487, 1.75373, 0.20923], [-1.06346, 2.61498, -0.32913], [-2.43295, 2.44829, -0.08104], [-2.85621, 1.60260, 1.01319], [-1.98075, 1.30225, 2.06972], [-4.22505, 1.21057, 1.02647], [-5.14358, 1.76497, 0.14661], [-6.60359, 1.38678, 0.20988], [-4.70516, 2.69537, -0.80663], [-3.36141, 3.06063, -0.93359], [-2.98221, 4.04189, -1.99534], [-0.51123, 3.85978, -0.57320], [0.82792, 3.77686, -0.63747], [3.47897, 2.92167, 0.65234], [2.93826, 3.86385, 1.68686], [4.85091, 2.64643, 0.65255], [7.44165, 2.06373, 0.41397], [6.89679, 0.37248, 0.40801], [7.31133, 1.16773, -1.12566], [5.04248, 0.67901, -2.10064], [1.82049, 0.27447, -2.35170], [1.76313, 1.96704, -2.89528], [3.10653, 0.92204, -3.36398], [-1.96389, 0.31141, 2.51239], [-0.09484, 1.86865, 1.29813], [-1.55913, 2.13304, 2.64769], [-4.58528, 0.50292, 1.78110], [-7.12901, 1.82918, -0.65216], [-6.72027, 0.28919, 0.18962], [-7.06028, 1.76416, 1.14211], [-5.43057, 3.15312, -1.48809], [-3.81754, 4.12071, -2.69326], [-2.84505, 5.04393, -1.57402], [-2.08818, 3.74652, -2.55179], [-1.07712, 4.74257, -0.80525], [1.53576, 4.49472, -1.03583], [3.72246, 4.06494, 2.42919], [2.65531, 4.83725, 1.26055], [2.07172, 3.44806, 2.21960], [5.49820, 3.09833, 1.42163], [5.47376, -2.70477, 2.08342], [5.04090, -1.33611, 2.03614], [3.77472, -1.11680, 1.58523], [3.13889, 0.03193, 2.09418], [1.86921, 0.33784, 1.66145], [1.33764, -0.26726, 0.52855], [0.09147, 0.30690, -0.14912], [-1.09147, -0.63659, 0.03987], [-1.99061, -1.11731, -1.38835], [-1.30515, -2.50634, -2.33238], [-0.66121, -2.26653, -3.55689], [-0.19610, -3.33537, -4.32924], [-0.38974, -4.65119, -3.90705], [-1.03744, -4.89229, -2.69619], [-1.53668, -3.83138, -1.93929], [-3.24426, -1.62068, -0.84703], [-1.96763, 0.03001, -2.28286], [-0.97938, -1.93757, 1.20399], [-2.46983, -2.80266, 1.66516], [-2.42848, -4.18006, 1.90136], [-3.56852, -4.81904, 2.39720], [-4.71896, -4.08673, 2.70830], [-4.73743, -2.70671, 2.47676], [-3.60950, -2.07499, 1.95639], [-0.25789, -3.01057, 0.53009], [-0.48977, -1.35818, 2.44083], [1.98765, -1.38668, -0.00712], [3.13348, -1.89215, 0.59462], [6.27911, -2.68774, 2.81836], [4.65985, -3.37887, 2.40335], [5.85822, -3.00380, 1.09759], [3.66619, 0.67102, 2.80363], [1.27399, 1.06405, 2.21240], [0.23276, 0.26005, -1.24023], [-0.52580, -1.23578, -3.88713], [0.33312, -3.13009, -5.25870], [-0.01189, -5.47945, -4.50567], [-1.15132, -5.90776, -2.32072], [-2.10224, -4.03730, -1.03259], [-1.52672, -4.74585, 1.67334], [-3.54158, -5.89343, 2.56853], [-5.59223, -4.57680, 3.14654], [-5.61535, -2.10718, 2.72045], [-3.58361, -1.00931, 1.75158], [1.56744, -1.87849, -0.88865], [3.53189, -2.85441, 0.26156]], "atomic_forces_ev_per_a": [[0.162, -0.038, -0.068], [-0.285, 0.080, 0.214], [0.200, 0.112, 0.246], [-0.052, -0.190, 0.484], [0.047, -0.284, -0.414], [1.237, 0.476, -0.355], [-0.563, -1.183, 0.459], [0.564, 1.910, -1.548], [0.401, -0.481, -0.007], [-0.542, -0.073, 0.684], [-1.323, 1.229, -2.223], [0.156, -0.484, 0.731], [0.733, 0.018, 0.453], [-0.043, 0.496, -0.706], [-0.032, -0.096, 0.054], [-0.231, -0.275, 0.688], [0.158, -0.864, 0.541], [-0.364, 0.045, -0.509], [1.057, 1.389, -0.605], [-1.075, 0.941, 0.003], [-0.192, -0.536, -0.067], [0.092, 0.163, 0.436], [-0.118, -0.136, -0.240], [-0.176, -0.210, -0.190], [-0.067, 0.295, -0.159], [-0.075, 0.042, 0.235], [-0.253, 0.263, 0.233], [0.071, 0.140, -0.040], [-0.010, -0.129, 0.175], [-0.133, 0.015, 0.103], [0.016, 0.162, 0.230], [-0.171, -0.459, 1.066], [0.237, -0.434, -0.366], [0.148, 0.524, -0.184], [0.065, -0.284, 0.410], [-0.036, 0.445, -0.045], [0.095, -0.155, -0.394], [0.216, -0.225, 0.264], [0.116, -0.009, -0.080], [0.068, -0.146, -0.118], [-0.138, 0.073, 0.131], [-0.065, -0.261, 0.075], [-0.168, -0.058, 0.367], [-0.245, -0.040, -0.117], [-0.089, -0.309, 0.053], [0.101, 0.135, -0.201], [-0.407, -0.215, -0.395], [-0.052, 0.538, -0.144], [-0.119, -0.728, 0.270], [-0.579, 0.609, -0.491], [0.425, -0.839, 0.046], [-0.117, -0.040, -0.041], [0.367, -0.156, -0.437], [0.348, -2.403, -0.349], [-0.885, 0.110, 0.156], [-0.454, 0.476, 0.614], [-0.020, -0.306, -0.629], [0.103, 0.124, 0.468], [-0.108, 0.067, 0.121], [0.176, 0.293, 0.199], [-0.152, 0.271, 0.037], [0.088, 0.143, 0.171], [0.244, 0.026, -0.660], [0.037, -0.422, 0.173], [1.045, -0.939, -0.592], [-0.679, 0.183, 0.281], [-0.078, 0.136, -0.320], [-0.016, 0.280, 0.158], [0.191, 0.205, -0.111], [0.179, 0.033, 0.046], [-0.146, -0.098, 0.187], [0.251, 0.026, 0.696], [0.011, -0.104, 0.048], [-0.268, 0.451, 0.180], [0.449, 0.233, 0.237], [-0.038, -0.319, -0.134], [0.325, 0.291, -0.105], [-0.089, -0.102, 0.267], [-0.211, -0.421, 0.058], [0.464, 0.096, -0.209], [0.167, 0.293, 0.311], [-0.027, -0.277, 0.067], [-0.195, -0.049, 0.161], [-0.091, 0.194, 0.145], [-0.105, 0.195, -0.176], [0.209, 0.107, -0.156], [-0.201, 0.195, 0.043], [-0.014, 0.218, -0.020], [0.305, 0.118, -0.233], [0.147, -0.240, -0.077], [-0.147, -0.370, 0.040], [0.092, 0.037, 0.380], [0.079, 0.486, 0.021]]}

=====

[2]
{"formula": "C10H25Br3FO9S3Tl", "method": "the ωB97M-V functional and the def2-TZVPD basis", "total_charge": 2, "homo_energy_ha": -0.5989, "lumo_ev": -13.521, "homo_lumo_gap_ev": 2.775, "energy_ha": -10261.21198, "species": ["Tl", "F", "O", "S", "O", "O", "C", "C", "C", "H", "H", "H", "H", "H", "H", "H", "H", "O", "S", "O", "O", "C", "C", "C", "H", "H", "H", "H", "H", "H", "H", "H", "O", "S", "O", "O", "C", "C", "C", "H", "H", "H", "H", "H", "H", "H", "H", "C", "Br", "Br", "Br", "H"], "positions_angstrom": [[14.11925, -16.25833, 22.24875], [12.96636, -17.76604, 20.09157], [14.06777, -15.19508, 19.54831], [14.33336, -15.31894, 18.10711], [13.32145, -14.96361, 17.15894], [15.60543, -14.39066, 17.82440], [16.84011, -14.60359, 18.52248], [18.02024, -14.63641, 17.53992], [14.90425, -16.98472, 17.76995], [16.82566, -15.52819, 19.09713], [17.00517, -13.72183, 19.14399], [18.39618, -13.64595, 17.30732], [17.71770, -15.18021, 16.64397], [18.82328, -15.20498, 18.01026], [14.06620, -17.66232, 17.66780], [15.51604, -17.30429, 18.61085], [15.52087, -16.90725, 16.87549], [9.64462, -14.01918, 20.28101], [10.23401, -15.27804, 20.63298], [11.49020, -15.32128, 21.35671], [9.08027, -16.04857, 21.55959], [9.26384, -17.37740, 21.97181], [8.32320, -17.69035, 23.12699], [10.32115, -16.35465, 19.18113], [10.30145, -17.53237, 22.32458], [9.11473, -18.06434, 21.12327], [8.57003, -17.02022, 23.95275], [8.38114, -18.70930, 23.49493], [7.30571, -17.45686, 22.80819], [9.35088, -16.32605, 18.69030], [10.51047, -17.35392, 19.56459], [11.11855, -15.93674, 18.57215], [10.60312, -20.18701, 23.37194], [11.96656, -19.91550, 22.97074], [12.46982, -18.56835, 22.92433], [12.98988, -20.83264, 23.84752], [12.38682, -21.95257, 24.56600], [13.53093, -22.74455, 25.14199], [12.35109, -20.62514, 21.31187], [11.76466, -22.52631, 23.87302], [11.74974, -21.53106, 25.34563], [14.23904, -22.08787, 25.64517], [14.04821, -23.38151, 24.42600], [13.16334, -23.42654, 25.91250], [12.76265, -21.61700, 21.45693], [13.01597, -19.87320, 20.88014], [11.40451, -20.66326, 20.77684], [11.49408, -19.00876, 17.64898], [9.79972, -19.51719, 18.44462], [11.33289, -18.84019, 15.73491], [12.86157, -20.35509, 18.04713], [11.84417, -18.10983, 18.14293]], "atomic_forces_ev_per_a": [[-0.639, -0.184, -0.693], [0.096, -0.234, -0.185], [-0.060, -0.253, -0.967], [0.713, 0.467, 0.750], [0.365, -0.179, 0.630], [-1.552, -0.828, -0.435], [1.479, 0.532, -0.075], [-0.484, -0.603, 0.198], [0.560, 0.717, 0.256], [-0.242, 0.119, 0.155], [-0.402, -0.319, 0.405], [-0.162, 0.030, -0.203], [0.181, 0.171, -0.128], [0.069, 0.087, -0.012], [-0.119, 0.190, -0.100], [-0.035, -0.033, -0.014], [-0.195, -0.197, -0.135], [0.529, -1.226, 0.440], [-0.751, 0.241, -0.269], [-0.768, -0.258, -0.164], [1.058, 0.954, -0.772], [0.040, -0.844, 1.072], [-0.090, 0.819, -0.407], [-0.320, 0.738, 1.115], [0.082, 0.057, -0.279], [0.038, -0.093, -0.192], [-0.084, -0.004, 0.056], [0.186, -0.123, -0.288], [-0.074, -0.113, 0.159], [0.017, 0.217, -0.031], [0.388, 0.186, 0.000], [0.090, -0.091, -0.098], [1.160, 0.439, -0.599], [0.491, -1.909, 0.619], [-0.020, 0.074, 0.307], [-1.110, 1.624, -1.014], [0.050, -0.249, 0.350], [0.013, -0.406, 0.427], [-0.479, 0.564, 0.259], [0.061, -0.001, 0.074], [0.007, -0.075, -0.082], [0.047, 0.048, -0.127], [0.024, 0.273, -0.206], [-0.199, 0.092, -0.060], [0.114, -0.008, 0.013], [0.023, -0.358, 0.074], [-0.009, -0.012, 0.026], [-0.451, -0.471, -0.087], [0.365, -0.133, -0.398], [0.309, -0.185, 0.852], [-0.358, 0.591, -0.106], [0.045, 0.158, -0.113]]}